{"formula": "C4H11N3O2", "method": "ωB97M-V with the def2-TZVPD basis set", "smiles": "CN=C(N)N.CC(=O)O", "total_energy_ha": -473.78215, "gap_ev": 10.01, "relative_energy_kcal_mol": 12.9, "lumo_energy_ev": 0.789, "e_homo_ev": -9.224, "elements": ["C", "N", "C", "N", "N", "H", "H", "H", "H", "H", "H", "H", "C", "C", "O", "O", "H", "H", "H", "H"], "positions_angstrom": [[1.032926, 1.173189, 0.199166], [-0.230389, 1.038531, -0.485546], [-0.319529, 1.246373, -1.733101], [-1.538248, 1.006150, -2.392643], [0.615777, 1.856769, -2.520164], [0.866430, 1.269733, 1.267669], [1.535798, 2.113540, -0.097687], [1.754189, 0.358522, 0.061409], [-2.237999, 0.844107, -1.682088], [-1.805546, 1.869120, -2.865139], [1.540700, 2.003309, -2.160415], [0.568937, 1.665138, -3.509453], [0.120758, -2.726652, 2.539530], [-0.425310, -1.441379, 2.006747], [-0.661754, -0.420085, 2.585948], [-0.680400, -1.638835, 0.702981], [-0.630074, -3.489248, 2.464744], [0.465708, -2.727633, 3.558992], [0.920191, -3.103744, 1.951235], [-0.892173, -0.896897, 0.107819]], "atomic_forces_ev_per_a": [[0.4, 1.1, -0.1], [-0.2, -1.3, 0.4], [-0.3, 0.7, 0.4], [0.1, 0.6, -0.1], [0.2, -0.1, -0.7], [-0.2, -0.1, 0.1], [0.1, -0.2, 0.1], [-0.3, -0.1, -0.3], [-0.1, -0.3, 0.1], [0.0, -0.3, -0.2], [0.0, -0.1, 0.1], [0.0, 0.0, 0.1], [-0.1, -0.2, 0.8], [-0.4, 0.3, -0.7], [0.2, 0.1, 0.4], [0.2, -1.0, -0.8], [-0.7, -0.3, -0.1], [-0.1, 0.5, 0.4], [0.8, 0.0, -0.8], [0.1, 0.8, 0.9]], "lowdin_charge": [-0.14, -0.01, -0.57, 0.10, 0.14, 0.06, 0.07, 0.09, 0.08, 0.09, 0.08, 0.10, 0.01, -0.58, 0.09, 0.06, 0.08, 0.08, 0.07, 0.08]}


{"formula": "CH2O3S2", "method": "ωB97M-V with the def2-TZVPD basis set", "total_energy_ha": -1061.32654, "gap_ev": 9.06, "relative_energy_kcal_mol": 29.5, "lumo_energy_ev": -1.105, "e_homo_ev": -10.161, "elements": ["C", "O", "O", "O", "S", "S", "H", "H"], "positions_angstrom": [[-0.263068, -0.143460, -0.317458], [-2.371957, -2.773051, 0.406511], [-2.782818, -1.456452, -1.615760], [-1.409607, -0.503998, 0.307271], [0.268614, -1.678906, -1.154357], [-1.948470, -1.752725, -0.482748], [-0.592034, 0.671231, -1.038519], [0.542510, 0.066553, 0.463172]], "atomic_forces_ev_per_a": [[2.9, 1.7, -1.2], [0.3, 0.2, 0.3], [0.7, 0.4, 1.0], [-2.8, -0.4, 2.2], [-2.2, -0.2, 0.4], [1.0, -1.5, -2.3], [1.4, -0.7, 0.8], [-1.3, 0.4, -1.2]], "lowdin_charge": [-0.62, -0.26, -0.28, -0.32, 0.72, 0.53, 0.12, 0.11]}


{"formula": "C4H12N2O", "method": "ωB97M-V with the def2-TZVPD basis set", "smiles": "CNC[C@H](N)CO", "total_energy_ha": -344.31121, "gap_ev": 9.18, "relative_energy_kcal_mol": 46.3, "lumo_energy_ev": 0.968, "e_homo_ev": -8.216, "elements": ["C", "N", "C", "C", "N", "C", "O", "H", "H", "H", "H", "H", "H", "H", "H", "H", "H", "H", "H"], "positions_angstrom": [[-1.784631, -1.594727, 1.409627], [-0.947784, -0.371896, 1.563519], [0.240718, -0.050848, 0.840905], [0.045879, 0.125051, -0.697914], [0.176972, -1.147100, -1.398429], [1.263174, 0.969060, -1.092699], [1.154372, 2.273869, -0.514246], [-2.018034, -1.724753, 0.345107], [-2.733067, -1.445796, 1.919988], [-1.182635, -2.436310, 1.764868], [-0.964948, -0.242698, 2.561740], [0.674549, 0.827512, 1.322459], [1.052212, -0.817907, 0.939954], [-0.888558, 0.661550, -0.890587], [-0.056650, -1.028384, -2.375862], [-0.462021, -1.834846, -1.019137], [2.211574, 0.532143, -0.722342], [1.410707, 0.885365, -2.186079], [1.094033, 2.888012, -1.252238]], "atomic_forces_ev_per_a": [[1.7, 0.9, -1.3], [-2.5, -0.3, 0.8], [0.4, -1.4, -0.1], [1.3, 0.3, 1.3], [-0.2, -0.1, 0.1], [0.4, -0.5, -0.1], [0.1, -0.1, -1.1], [-0.1, -0.2, 0.2], [0.2, -0.2, 0.2], [-0.6, -0.5, 0.0], [0.9, 0.7, 0.0], [-0.3, 0.2, -0.4], [-0.4, 0.1, -0.2], [0.1, 0.1, 0.0], [0.0, 0.0, -0.1], [0.1, 0.0, -0.1], [-0.6, -0.2, 0.2], [-0.3, 0.8, 0.2], [-0.1, 0.2, 0.2]], "lowdin_charge": [-0.11, -0.14, -0.22, -0.38, 0.04, -0.25, -0.07, 0.06, 0.07, 0.07, 0.09, 0.12, 0.12, 0.14, 0.07, 0.05, 0.12, 0.12, 0.08]}


{"formula": "C16H18N3O4", "method": "ωB97M-V with the def2-TZVPD basis set", "total_energy_ha": -1085.46190, "gap_ev": 2.42, "charge": -1, "lumo_energy_ev": 1.033, "e_homo_ev": -1.383, "elements": ["C", "C", "C", "C", "N", "H", "H", "H", "H", "H", "H", "H", "H", "C", "C", "C", "C", "C", "C", "N", "O", "O", "H", "H", "H", "H", "H", "C", "C", "C", "C", "C", "C", "N", "O", "O", "H", "H", "H", "H", "H"], "positions_angstrom": [[1.912254, -3.412770, -0.751268], [2.737565, -3.528905, 0.548273], [3.960007, -4.454131, 0.354441], [5.012285, -3.682880, -0.370110], [5.267241, -3.611619, -1.620173], [2.054434, -2.465100, -1.303451], [0.842395, -3.474368, -0.517577], [2.120218, -4.217785, -1.470981], [3.140084, -2.518811, 0.760061], [3.683145, -5.326069, -0.255578], [4.343302, -4.827244, 1.311628], [5.597640, -2.997281, 0.258849], [4.679853, -4.285387, -2.120236], [-0.029927, -0.067161, 3.163832], [-1.143249, 0.513954, 2.565718], [-1.746635, -0.109935, 1.487372], [-1.220638, -1.310150, 1.039006], [-0.113039, -1.913257, 1.615068], [0.481830, -1.266211, 2.688876], [-1.872421, -1.948117, -0.133712], [-2.765876, -1.329254, -0.692277], [-1.490913, -3.050024, -0.469911], [0.450759, 0.431474, 3.996756], [-1.535632, 1.454404, 2.928407], [-2.606433, 0.317301, 0.992268], [0.318369, -2.831018, 1.238546], [1.364593, -1.715646, 3.125425], [-2.884907, 4.950618, -3.057678], [-3.794342, 4.261317, -2.266721], [-3.441620, 3.859595, -0.987843], [-2.172449, 4.167649, -0.535592], [-1.244670, 4.848118, -1.301552], [-1.614633, 5.241400, -2.578078], [-1.783860, 3.738612, 0.825215], [-2.604180, 3.118415, 1.474067], [-0.667999, 4.023576, 1.209674], [-3.165661, 5.257533, -4.056734], [-4.779992, 4.027605, -2.646015], [-4.118688, 3.312640, -0.349449], [-0.263521, 5.048854, -0.898713], [-0.904688, 5.770062, -3.199835]], "atomic_forces_ev_per_a": [[0.0, 0.2, 0.3], [0.0, 0.1, -0.2], [-0.1, 0.0, -0.2], [0.2, 0.1, 0.2], [-0.1, -0.2, -0.2], [0.0, -0.1, 0.0], [0.1, 0.0, -0.4], [0.0, 0.0, 0.1], [-0.1, -0.1, 0.2], [-0.1, 0.0, 0.1], [0.1, 0.0, 0.0], [-0.1, 0.0, 0.0], [0.0, 0.0, 0.0], [0.0, 0.0, 0.0], [0.0, 0.0, 0.1], [0.0, 0.1, 0.0], [0.0, -0.1, -0.2], [-0.2, 0.1, -0.1], [0.0, 0.0, 0.0], [0.2, -0.2, 0.2], [0.0, 0.0, 0.0], [-0.2, 0.3, 0.1], [0.0, 0.0, 0.0], [0.0, 0.0, 0.0], [0.0, 0.0, 0.0], [0.1, -0.1, 0.0], [0.0, 0.0, 0.0], [0.0, 0.0, 0.0], [0.0, 0.0, 0.0], [0.0, 0.0, 0.0], [0.1, -0.1, 0.1], [0.0, 0.0, 0.0], [0.0, 0.0, 0.0], [0.1, -0.1, 0.0], [0.0, 0.2, 0.0], [-0.1, 0.0, 0.0], [0.0, 0.0, 0.0], [0.0, 0.0, 0.0], [0.0, 0.0, 0.0], [0.0, 0.0, 0.0], [0.0, 0.0, 0.0]], "lowdin_charge": [-0.24, -0.32, -0.34, -0.34, 0.02, 0.05, 0.00, 0.04, 0.01, 0.08, 0.06, 0.09, 0.01, -0.08, -0.09, -0.03, -0.13, 0.00, -0.06, -0.34, 0.04, 0.08, 0.10, 0.08, 0.10, 0.07, 0.10, -0.08, -0.07, 0.00, -0.14, 0.00, -0.07, -0.33, 0.06, 0.08, 0.10, 0.11, 0.12, 0.12, 0.11]}


Repeat the second record exactly.
{"formula": "CH2O3S2", "method": "ωB97M-V with the def2-TZVPD basis set", "total_energy_ha": -1061.32654, "gap_ev": 9.06, "relative_energy_kcal_mol": 29.5, "lumo_energy_ev": -1.105, "e_homo_ev": -10.161, "elements": ["C", "O", "O", "O", "S", "S", "H", "H"], "positions_angstrom": [[-0.263068, -0.143460, -0.317458], [-2.371957, -2.773051, 0.406511], [-2.782818, -1.456452, -1.615760], [-1.409607, -0.503998, 0.307271], [0.268614, -1.678906, -1.154357], [-1.948470, -1.752725, -0.482748], [-0.592034, 0.671231, -1.038519], [0.542510, 0.066553, 0.463172]], "atomic_forces_ev_per_a": [[2.9, 1.7, -1.2], [0.3, 0.2, 0.3], [0.7, 0.4, 1.0], [-2.8, -0.4, 2.2], [-2.2, -0.2, 0.4], [1.0, -1.5, -2.3], [1.4, -0.7, 0.8], [-1.3, 0.4, -1.2]], "lowdin_charge": [-0.62, -0.26, -0.28, -0.32, 0.72, 0.53, 0.12, 0.11]}